# 1
Below is a structure of composition C32H30BrCl3F5N3O2RuSSi, with properties calculated with ωB97M-V/def2-TZVPD.

Output
- Energy: -6788.94480 hartree
- Charge: -1
- Spin multiplicity: 2
- Energy relative to the best compared isomer or geometry (same formula, charge and spin): 0.6290 eV
- E_LUMO (alpha / beta): 2.19 / 2.19 eV
- E_HOMO (alpha / beta): -4.9070 / -4.8555 eV

Each line ends with the Löwdin charge.
Element x y z (Å)
Ru1 0.115 -0.651 0.211  0.912
O1 0.412 -0.510 -4.010  0.011
C1 0.328 -0.909 -2.845  -0.519
N1 0.126 -0.147 -1.769  -0.135
C2 -0.169 1.237 -2.039  -0.174
C3 -1.177 1.716 -1.047  -0.280
C4 -1.921 2.862 -1.274  -0.019
C5 -2.751 3.350 -0.283  -0.055
C6 -2.796 2.671 0.921  -0.043
C7 -2.047 1.521 1.068  -0.183
N2 -1.266 1.021 0.102  -0.056
C8 0.412 -2.372 -2.541  -0.232
C9 0.902 -3.220 -3.523  -0.003
C10 0.994 -4.570 -3.249  -0.061
C11 0.572 -5.014 -2.007  -0.054
C12 0.083 -4.093 -1.094  -0.162
N3 -0.001 -2.786 -1.343  0.061
H1 -0.523 1.369 -3.064  0.121
H2 0.727 1.865 -1.926  0.123
H3 -1.820 3.364 -2.227  0.118
H4 -3.337 4.246 -0.443  0.107
H5 -3.401 3.009 1.751  0.109
H6 -2.053 0.997 2.005  0.021
H7 1.202 -2.781 -4.463  0.115
H8 1.386 -5.262 -3.984  0.103
H9 0.616 -6.058 -1.730  0.101
H10 -0.248 -4.424 -0.124  0.013
C13 -1.122 4.732 5.322  -0.073
C14 -0.838 3.374 5.964  -0.562
C15 -2.155 2.830 6.535  -0.052
C16 0.161 3.580 7.111  -0.050
C17 -0.271 2.376 4.958  -0.188
C18 0.098 2.722 3.673  -0.107
C19 0.550 1.748 2.792  -0.569
Br1 1.325 2.384 1.163  0.815
C20 0.574 0.375 3.096  -0.422
O2 0.756 -0.570 2.208  -0.330
C21 0.447 0.070 4.494  -0.097
C22 -0.015 1.055 5.346  0.004
C23 0.966 -1.265 5.046  -0.512
C24 0.247 -2.495 4.487  -0.070
C25 2.463 -1.334 4.700  -0.025
C26 0.852 -1.334 6.572  -0.073
H11 -1.581 5.397 6.057  0.080
H12 -1.806 4.636 4.477  0.083
H13 -0.206 5.209 4.969  0.082
H14 -2.592 3.546 7.236  0.079
H15 -2.002 1.889 7.065  0.076
H16 -2.873 2.647 5.733  0.087
H17 -0.238 4.284 7.847  0.079
H18 1.104 3.976 6.729  0.088
H19 0.376 2.641 7.622  0.076
H20 0.051 3.744 3.324  0.087
H21 -0.172 0.796 6.384  0.091
H22 0.305 -2.534 3.406  0.025
H23 -0.804 -2.498 4.775  0.059
H24 0.714 -3.400 4.887  0.086
H25 2.622 -1.252 3.625  0.072
H26 2.882 -2.284 5.043  0.086
H27 3.004 -0.522 5.192  0.095
H28 -0.190 -1.320 6.902  0.085
H29 1.387 -0.519 7.063  0.081
H30 1.293 -2.274 6.912  0.084
Cl1 -3.370 -1.612 -0.129  0.176
Si1 -1.718 -1.749 1.160  -0.557
Cl2 -1.703 -3.787 1.638  0.275
Cl3 -2.520 -1.095 2.992  0.298
F1 5.371 -4.275 3.924  0.103
C27 4.705 -3.588 2.984  -0.158
C28 5.327 -2.571 2.283  -0.148
F2 6.610 -2.277 2.548  0.102
C29 4.631 -1.866 1.321  -0.248
F3 5.290 -0.890 0.681  0.071
C30 3.294 -2.126 1.007  -0.526
S1 2.495 -1.203 -0.235  0.678
C31 2.710 -3.162 1.732  -0.252
F4 1.441 -3.515 1.499  0.042
C32 3.387 -3.882 2.698  -0.168
F5 2.767 -4.865 3.368  0.106

# 2
Below is a cluster of 4 separate species, C32H30Cl2F2IN10O8 in total, with properties calculated with ωB97M-V/def2-TZVPD.

Output
- Energy: -3803.53499 hartree
- Charge: +1
- E_LUMO: -4.03 eV
- E_HOMO: -11.5645 eV

Each line ends with the Löwdin charge.
Element x y z (Å)
C1 2.335 -3.397 1.980  -0.146
N1 1.348 -4.147 1.063  -0.117
C2 -0.085 -3.763 1.396  -0.289
N2 -0.899 -3.348 0.149  -0.497
I1 -2.223 -4.753 -0.524  1.009
C3 -0.625 -2.106 -0.334  -0.203
N3 0.473 -1.264 0.350  0.195
C4 0.394 -0.042 -0.535  -0.031
C5 1.472 1.109 -0.136  -0.568
Cl1 1.896 2.331 -1.458  0.604
C6 1.008 1.813 1.308  -0.596
C7 0.438 3.340 1.137  -0.164
Cl2 2.594 1.973 2.326  0.608
N4 -0.677 -0.201 -1.578  -0.047
N5 -0.881 0.862 -2.423  0.051
C8 -0.493 0.611 -3.853  -0.114
O1 -1.366 0.404 -4.878  0.059
F1 0.962 0.623 -4.252  0.000
C9 -2.203 1.556 -2.252  -0.114
O2 -2.864 1.419 -1.071  0.014
F2 -2.892 2.411 -3.269  0.043
N6 -1.304 -1.466 -1.493  0.048
C10 -2.396 -1.816 -2.461  -0.252
C11 -3.946 -1.493 -1.950  0.031
C12 -5.194 -1.824 -3.011  0.012
C13 -4.734 -2.447 -4.464  0.022
C14 -3.133 -2.695 -4.715  -0.046
N7 -1.996 -2.415 -3.779  0.062
H1 1.931 -2.359 2.340  0.046
H2 3.364 -3.170 1.423  0.099
H3 2.537 -4.042 2.952  0.099
H4 1.522 -5.168 1.210  0.106
H5 -0.575 -4.747 1.862  0.113
H6 -0.168 -2.955 2.267  0.147
H7 2.489 0.545 0.133  0.122
H8 0.295 1.071 1.864  0.120
H9 -0.399 3.360 0.314  0.084
H10 -0.054 3.630 2.185  0.107
H11 1.309 4.102 0.938  0.087
H12 -4.132 -1.017 -0.897  0.101
H13 -6.322 -1.616 -2.740  0.107
H14 -5.512 -2.699 -5.332  0.097
H15 -2.842 -3.137 -5.786  0.106
C15 -3.430 -2.462 -11.336  -0.060
C16 -4.820 -2.453 -11.203  -0.056
C17 -5.411 -2.878 -10.012  0.006
C18 -4.598 -3.307 -8.954  -0.137
C19 -3.204 -3.324 -9.087  -0.001
C20 -2.623 -2.900 -10.284  -0.059
N8 -5.213 -3.730 -7.690  -0.305
O3 -6.451 -3.719 -7.618  0.077
O4 -4.460 -4.071 -6.767  -0.017
H16 -2.973 -2.125 -12.265  0.114
H17 -5.442 -2.112 -12.028  0.114
H18 -6.496 -2.865 -9.924  0.122
H19 -2.561 -3.659 -8.276  0.112
H20 -1.541 -2.907 -10.397  0.113
C21 4.553 4.278 3.812  -0.096
C22 5.088 5.560 3.673  -0.061
C23 5.623 6.219 4.781  0.005
C24 5.622 5.580 6.029  -0.139
C25 5.079 4.296 6.173  0.003
C26 4.544 3.648 5.057  -0.073
N9 6.205 6.257 7.193  -0.325
O5 6.659 7.400 7.029  0.068
O6 6.216 5.647 8.271  0.065
H21 4.142 3.766 2.943  0.023
H22 5.090 6.045 2.699  0.110
H23 6.036 7.218 4.657  0.122
H24 5.067 3.791 7.136  0.120
H25 4.123 2.651 5.158  0.085
C27 0.902 1.750 8.360  -0.060
C28 1.476 2.183 7.163  -0.059
C29 1.698 1.275 6.126  -0.009
C30 1.335 -0.068 6.296  -0.139
C31 0.766 -0.506 7.499  0.004
C32 0.552 0.410 8.531  -0.057
N10 1.543 -1.022 5.200  -0.314
O7 2.066 -0.600 4.158  0.005
O8 1.179 -2.193 5.377  0.058
H26 0.725 2.463 9.164  0.114
H27 1.747 3.229 7.038  0.110
H28 2.146 1.628 5.199  0.067
H29 0.485 -1.547 7.647  0.121
H30 0.108 0.080 9.468  0.113

# 3
Below is a structure of composition C32H30Cl2GeMnN5O3S3, with properties calculated with ωB97M-V/def2-TZVPD.

Output
- Energy: -7079.50745 hartree
- Charge: +1
- Spin multiplicity: 4
- Energy relative to the best compared isomer or geometry (same formula, charge and spin): 0.0000 eV
- E_LUMO (alpha / beta): -4.36 / -4.36 eV
- E_HOMO (alpha / beta): -10.8073 / -10.7625 eV

Each line ends with the Löwdin charge.
Element x y z (Å)
Mn1 0.232 0.437 0.190  0.495
N1 -0.975 0.680 3.805  0.091
C1 -1.519 1.419 2.807  -0.680
N2 -1.348 1.211 1.512  0.007
C2 -2.171 2.086 0.781  -0.329
C3 -2.852 2.989 1.501  -0.326
S1 -2.585 2.718 3.179  1.109
C4 -2.201 1.898 -0.669  -0.346
C5 -3.155 2.308 -1.515  -0.324
S2 -2.748 1.855 -3.130  1.116
C6 -1.277 1.144 -2.561  -0.614
N3 -1.139 1.183 -1.229  0.011
N4 -0.363 0.650 -3.416  0.175
H1 -0.753 -0.280 3.600  0.063
H2 -1.298 0.854 4.742  0.104
H3 -3.497 3.782 1.154  0.092
H4 -4.077 2.822 -1.286  0.089
H5 -0.410 0.682 -4.390  0.058
H6 0.556 0.467 -3.036  0.053
Cl1 1.576 0.141 2.027  0.749
C7 2.133 -1.467 2.570  -0.844
Cl2 0.816 -2.644 2.678  0.609
H7 2.539 -1.317 3.561  0.045
H8 2.882 -1.836 1.882  0.046
N5 -0.398 -1.872 -0.371  0.114
C8 0.125 -2.018 -1.633  -0.234
C9 1.493 -1.489 -1.872  -0.291
C10 1.860 -1.399 -3.287  -0.004
C11 1.031 -1.796 -4.271  -0.239
C12 -0.174 -2.444 -3.938  0.062
C13 -0.638 -2.543 -2.638  0.013
S3 1.180 -1.123 -5.927  0.441
O1 2.313 -0.236 -5.779  -0.317
O2 1.304 -2.254 -6.805  -0.291
O3 -0.128 -0.468 -5.910  -0.340
H9 -1.358 -2.185 -0.292  0.126
H10 0.158 -2.294 0.365  0.032
H11 2.164 -2.268 -1.464  0.190
H12 2.811 -0.939 -3.545  0.108
H13 -0.784 -2.830 -4.752  0.147
H14 -1.615 -2.965 -2.431  0.132
C14 1.818 -0.198 -1.042  -0.334
Ge1 2.627 1.484 -1.759  0.982
C15 1.538 2.711 -2.807  -0.285
C16 1.668 2.657 -4.200  -0.121
C17 0.939 3.514 -5.016  -0.054
C18 0.078 4.447 -4.455  -0.073
C19 -0.070 4.508 -3.075  -0.085
C20 0.648 3.642 -2.260  -0.121
C21 4.278 1.155 -2.717  -0.283
C22 4.846 2.152 -3.516  -0.090
C23 6.033 1.918 -4.200  -0.062
C24 6.668 0.688 -4.093  -0.069
C25 6.128 -0.304 -3.286  -0.071
C26 4.943 -0.066 -2.603  -0.137
C27 3.138 2.171 0.012  -0.293
C28 4.261 1.554 0.575  -0.133
C29 4.709 1.885 1.846  -0.085
C30 4.031 2.842 2.596  -0.090
C31 2.926 3.478 2.052  -0.089
C32 2.493 3.155 0.766  -0.119
H15 2.659 -0.451 -0.398  0.002
H16 2.318 1.917 -4.666  0.088
H17 1.047 3.445 -6.092  0.117
H18 -0.477 5.125 -5.091  0.109
H19 -0.750 5.225 -2.632  0.107
H20 0.481 3.692 -1.196  0.073
H21 4.368 3.120 -3.608  0.104
H22 6.459 2.695 -4.822  0.110
H23 7.584 0.500 -4.640  0.109
H24 6.626 -1.261 -3.194  0.107
H25 4.533 -0.853 -1.972  0.095
H26 4.816 0.820 -0.002  0.095
H27 5.595 1.407 2.249  0.108
H28 4.382 3.109 3.585  0.107
H29 2.411 4.247 2.616  0.107
H30 1.656 3.705 0.362  0.076